No. 1
{"formula": "C24H34IMnN6O5PS4", "method": "the ωB97M-V functional and the def2-TZVPD basis", "homo_ev": [-0.5474, -0.5770], "e_tot_ev": -136673.6592, "multiplicity": 2, "s_squared": 1.25, "total_charge": -2, "elements": ["Mn", "N", "C", "C", "O", "N", "C", "C", "O", "O", "H", "H", "H", "H", "H", "H", "O", "C", "S", "C", "C", "S", "S", "S", "I", "C", "C", "C", "C", "C", "N", "H", "H", "H", "H", "O", "P", "N", "C", "C", "C", "C", "N", "C", "C", "C", "C", "N", "C", "C", "C", "C", "H", "H", "H", "H", "H", "H", "H", "H", "H", "H", "H", "H", "H", "H", "H", "H", "H", "H", "H", "H", "H", "H", "H", "H"], "xyz": [[1.183897, 1.091020, 1.068965], [0.845063, 3.446065, 0.389482], [0.980253, 3.275557, -1.057254], [2.229993, 2.452294, -1.392313], [2.724364, 2.558713, -2.532904], [2.627956, 1.704836, -0.377496], [3.744450, 0.811065, -0.597740], [3.421093, -0.622211, -0.124575], [4.162291, -1.543463, -0.488731], [2.408998, -0.733992, 0.643346], [-0.088343, 3.748592, 0.645808], [1.509358, 4.134303, 0.718958], [1.016011, 4.222886, -1.605343], [0.117084, 2.706343, -1.414063], [4.610224, 1.140519, -0.007382], [4.031676, 0.785626, -1.649761], [-4.160997, 3.353715, 5.877984], [-3.395005, 2.723134, 5.169810], [-3.126391, 3.044424, 3.466348], [-1.967801, 1.744596, 3.121445], [-1.640995, 0.932927, 4.166802], [-0.641147, -0.451794, 4.157691], [-2.414880, 1.378125, 5.719526], [-1.460178, 1.631412, 1.468441], [1.540970, 4.161201, 3.610869], [2.569100, 2.320560, 3.810856], [3.502984, 2.251039, 4.828587], [4.079343, 1.022155, 5.101165], [3.655485, -0.067222, 4.352595], [2.701596, 0.110188, 3.376056], [2.163497, 1.308578, 3.065386], [3.740468, 3.131017, 5.407096], [4.804775, 0.914347, 5.896595], [4.033880, -1.058711, 4.558203], [2.340998, -0.723024, 2.793031], [-0.003587, 0.217297, -0.661725], [-0.865673, -0.800342, -1.289169], [-2.465815, -0.360137, -1.558314], [-3.509795, -0.796744, -0.623041], [-4.735365, -0.101976, -1.202218], [-4.188426, 1.302021, -1.489044], [-2.712770, 1.066095, -1.858915], [-0.335801, -1.165702, -2.829021], [1.105861, -1.041646, -3.112514], [1.201134, -1.075212, -4.645102], [-0.149169, -1.645662, -5.097539], [-1.109556, -1.077668, -4.057395], [-0.960618, -2.219259, -0.455071], [-0.348450, -2.386187, 0.879552], [-0.046398, -3.889701, 0.974613], [-0.047641, -4.363543, -0.481357], [-1.169395, -3.514571, -1.074278], [-3.324693, -0.435579, 0.395032], [-3.585820, -1.884121, -0.611493], [-5.583547, -0.097600, -0.516710], [-5.031732, -0.594550, -2.133104], [-4.240525, 1.905234, -0.581960], [-4.732705, 1.813792, -2.284330], [-2.062940, 1.710041, -1.262963], [-2.515274, 1.255985, -2.919026], [1.647776, -1.874826, -2.656068], [1.525426, -0.119808, -2.703998], [2.047548, -1.671503, -4.984203], [1.323431, -0.060231, -5.027138], [-0.138013, -2.737423, -5.043636], [-0.416408, -1.349961, -6.113631], [-2.041283, -1.634557, -3.956903], [-1.359472, -0.041066, -4.326937], [-1.029035, -2.069653, 1.668258], [0.556068, -1.788560, 0.955478], [-0.844775, -4.396622, 1.523615], [0.895790, -4.080006, 1.486437], [-0.218142, -5.436772, -0.592007], [0.898557, -4.096481, -0.957756], [-2.145771, -3.932381, -0.781720], [-1.133066, -3.435234, -2.162183]], "forces_ev_per_a": [[-0.3, 0.2, -1.2], [0.0, -0.2, -0.1], [0.0, -0.1, 0.0], [-0.1, 0.2, 0.2], [0.0, -0.1, -0.1], [-0.2, -0.3, 0.4], [-0.3, -0.2, 0.1], [0.3, 0.3, -0.3], [-0.1, 0.0, 0.1], [-0.6, 0.4, 0.6], [0.0, -0.2, 0.1], [0.1, -0.1, 0.0], [0.1, -0.1, -0.1], [0.0, 0.0, 0.0], [0.1, 0.0, -0.1], [0.1, 0.0, 0.0], [0.0, 0.1, 0.0], [0.0, 0.0, 0.0], [0.1, 0.0, 0.0], [-0.1, 0.0, 0.8], [-0.4, 0.7, -0.3], [0.4, -0.5, 0.2], [0.1, -0.1, -0.2], [0.4, -0.4, -0.1], [0.2, -0.3, 0.0], [-0.8, 0.6, -0.1], [0.2, -0.1, 0.3], [-0.3, 0.0, -0.3], [0.2, 0.0, 0.5], [-0.3, 0.0, -0.2], [0.6, -0.3, -0.4], [0.0, 0.0, 0.0], [0.0, 0.0, 0.0], [0.0, 0.0, -0.1], [0.1, 0.0, 0.0], [0.6, 0.4, 0.4], [-0.7, -0.5, -0.5], [0.5, 0.0, 0.3], [-0.2, -0.1, 0.0], [0.1, 0.1, 0.0], [0.0, -0.1, 0.0], [0.0, 0.1, -0.2], [0.0, 0.4, 0.2], [0.2, -0.1, 0.0], [-0.1, 0.0, 0.0], [0.1, 0.1, 0.0], [0.0, -0.1, 0.0], [0.3, 0.3, -0.1], [-0.1, 0.0, 0.3], [0.0, 0.0, -0.1], [0.0, 0.0, 0.1], [0.0, -0.1, -0.1], [0.1, 0.0, 0.0], [0.0, 0.0, 0.0], [0.0, 0.0, 0.0], [0.0, 0.0, 0.0], [0.0, 0.0, 0.0], [0.0, 0.0, 0.0], [0.0, 0.0, 0.0], [0.0, 0.0, 0.0], [0.0, 0.0, 0.0], [0.0, 0.0, 0.0], [0.0, 0.0, 0.0], [0.0, 0.0, 0.0], [0.0, 0.0, 0.0], [0.0, 0.0, 0.0], [0.0, 0.0, -0.1], [0.0, 0.0, 0.0], [0.0, 0.1, 0.0], [0.0, 0.0, -0.1], [0.0, 0.0, 0.0], [0.0, 0.0, 0.0], [0.0, 0.0, 0.0], [0.0, 0.0, 0.0], [0.0, 0.0, -0.1], [0.0, 0.0, 0.0]], "lowdin_spin": [0.972, -0.001, 0.000, 0.001, 0.005, -0.011, 0.003, 0.001, 0.000, 0.004, 0.000, -0.001, 0.000, 0.000, 0.000, 0.000, 0.000, 0.000, 0.000, 0.000, 0.004, 0.008, 0.001, 0.001, 0.000, 0.002, 0.000, 0.002, 0.000, 0.003, 0.001, 0.000, 0.000, 0.000, 0.000, 0.001, 0.000, 0.000, 0.000, 0.000, 0.000, 0.000, 0.000, 0.000, 0.000, 0.000, 0.000, 0.000, 0.001, 0.000, 0.000, 0.000, 0.000, 0.000, 0.000, 0.000, 0.000, 0.000, 0.000, 0.000, 0.000, 0.000, 0.000, 0.000, 0.000, 0.000, 0.000, 0.000, 0.000, 0.001, 0.000, 0.000, 0.000, 0.000, 0.000, 0.000]}

=====

No. 2
{"formula": "C5H11LuO3", "method": "the ωB97M-V functional and the def2-TZVPD basis", "homo_ev": [-12.2216, -12.2206], "e_tot_ev": -45115.4660, "multiplicity": 2, "s_squared": 0.75, "total_charge": 1, "elements": ["O", "C", "C", "O", "C", "C", "Lu", "H", "H", "H", "H", "H", "H", "H", "O", "H", "C", "H", "H", "H"], "xyz": [[-0.035006, 0.900411, 1.247339], [1.128351, 0.937030, 0.488226], [1.109428, -0.107618, -0.614368], [1.605330, -1.335039, -0.080613], [1.774745, -2.359043, -0.955824], [2.103419, -3.586955, -0.555539], [-0.908275, -0.738399, 2.296245], [2.016406, 0.806508, 1.135456], [1.259486, 1.925810, 0.009520], [1.702095, 0.246799, -1.469195], [0.127128, -0.300936, -1.073177], [1.443301, -2.149898, -1.978147], [1.989766, -3.895035, 0.484867], [2.161354, -4.383931, -1.295096], [-2.252869, 2.979856, 0.982400], [-1.532407, 2.338358, 1.205359], [-3.213544, 2.317302, 0.201720], [-3.947343, 3.054150, -0.154293], [-2.753036, 1.788186, -0.652402], [-3.778329, 1.562445, 0.777523]], "forces_ev_per_a": [[-2.4, -2.9, 2.6], [0.9, 0.5, -1.0], [0.4, 0.0, -0.8], [-0.3, 0.4, 0.9], [-0.5, -1.0, -0.4], [-1.1, 0.0, -0.2], [1.7, 2.7, -1.9], [-0.3, -0.1, -0.4], [-0.4, -0.3, 0.3], [0.4, -0.2, 0.3], [-0.2, 0.4, 0.5], [0.7, 0.1, 0.1], [0.8, 0.3, -0.1], [0.1, 0.3, 0.2], [1.0, -0.7, 0.6], [-0.7, 0.9, -0.5], [-0.3, -0.5, -0.3], [0.4, -0.2, 0.0], [-0.2, 0.3, 0.1], [0.0, 0.1, 0.0]], "lowdin_spin": [0.135, 0.014, 0.009, 0.037, 0.001, 0.002, 0.773, 0.002, 0.001, 0.000, 0.002, 0.000, 0.001, 0.000, 0.008, 0.005, 0.006, 0.000, 0.000, 0.004]}